# 1
Here is C20H28F16N2O22S5Zr2 as an isolated structure at a distorted geometry from the OMol25 dataset. Energies are from the ωB97M-V functional and the def2-TZVPD basis.

Gap between HOMO and LUMO: 4.54 eV
Maximum force: 0.219 Eh/bohr
Calculated total energy: -6224.6687 Eh

Structure (ORCA input):
```
! wB97M-V def2-TZVPD RIJCOSX def2/J DEFGRID3
* xyz 4 1
Zr 2.9632 -1.7211 0.5407
Zr 0.9492 1.3029 -3.5983
S 0.5657 -2.0564 5.4520
S 0.9530 -2.1437 -2.3118
S 2.9105 -3.5685 -2.3032
S 0.6332 4.6649 -4.7633
S 2.2311 4.4294 -3.1767
F 6.1533 -0.4055 5.1005
F -3.2600 1.5454 -5.3214
F -4.1091 -2.1555 -0.2325
F 5.7352 -2.1478 3.7990
F 4.3561 -1.5889 5.2533
F -3.8328 3.6987 -5.1807
F 2.7552 3.5032 -1.9739
F -4.7481 2.3134 -3.9019
F -2.8695 -0.3790 -0.0129
F -0.3414 3.7359 -5.6289
F 0.0496 -1.8682 -0.9873
F 0.2361 -6.5799 1.9073
F 4.3369 -3.6041 -1.6096
F 1.5521 -5.3297 3.1062
F 2.0534 -5.8196 0.9752
F -4.6604 -0.3492 -1.1998
O 1.7662 5.5242 -2.3998
O 3.4810 4.6522 -3.9127
O 1.4780 5.1649 -5.8174
O 0.3109 -3.2471 6.2370
O -0.9980 -4.1189 1.6956
O 4.7665 1.1752 3.6309
O 1.7240 -1.9707 4.5696
O -2.6631 3.7357 -2.6239
O 1.0886 -3.2059 1.2924
O 0.8245 -0.8986 -3.0967
O -1.9239 -0.8017 -2.6295
O 0.2133 -3.2821 -2.7877
O 0.5261 1.3195 -1.4672
O -1.3898 2.0333 -3.4754
O 1.3710 -0.3936 1.1521
O -0.3240 5.5910 -4.2145
O 3.7890 -0.6726 2.4614
O 3.2803 -3.0889 -3.6680
O 2.3687 -4.8662 -2.0630
O -3.3001 -2.5958 -2.7574
O -0.8288 -1.7205 4.5095
O 0.4364 -0.7222 6.3181
N 2.3718 -2.4329 -1.2822
N 1.1375 3.3548 -3.7006
C 0.3532 -4.1537 1.4924
C -1.7477 -2.8543 1.7321
C -2.4134 2.6973 -3.4148
C -2.8592 -2.9713 -4.0521
C 0.5482 1.7428 -0.0949
C 4.2084 2.1783 2.8623
C -1.1927 -0.3611 4.6306
C -3.5607 2.5360 -4.4653
C -2.1516 5.4926 -1.2130
C -1.8989 4.0058 -1.4327
C 0.4718 0.7075 1.1248
C -2.8676 -1.4441 -2.1141
C -3.6655 -1.0803 -0.8108
C -0.1220 0.2939 5.4574
C 1.0658 -5.5253 1.8626
C -2.9710 -3.0862 2.5803
C 2.9806 2.7625 3.6264
C 4.5425 -0.1607 3.3675
C -3.6584 -2.3484 -5.1541
C 5.2087 -1.1289 4.3994
H -0.3818 2.3104 -0.0613
H -2.7635 -3.2161 3.6425
H 5.0062 2.9128 2.7518
H 0.6300 0.7754 4.8323
H -3.5816 -3.8730 2.1372
H -1.9645 -2.6342 0.6868
H -2.1957 3.3128 -0.6454
H -1.2258 0.0333 3.6151
H -3.7264 -2.3012 2.5462
H -3.0852 5.7606 -0.7183
H -0.5102 0.2370 1.1721
H -1.7839 -2.8383 -4.1709
H -1.8906 6.0917 -2.0853
H -0.8395 3.7947 -1.5785
H 3.0558 2.9180 4.7026
H -0.5943 1.0804 6.0460
H -1.1188 -2.0700 2.1534
H -1.4026 5.8290 -0.4961
H -3.2561 -2.6858 -6.1094
H 2.0628 2.1807 3.5408
H -2.2173 -0.2988 4.9972
H 2.6153 3.6954 3.1969
H -3.0065 -4.0497 -3.9933
H -4.7164 -2.6074 -5.1150
H 1.3779 2.4467 -0.0297
H -3.5578 -1.2632 -5.1752
H 0.6082 1.2734 2.0463
H 4.0734 1.8731 1.8246
*
```

# 2
Here is a 6-piece molecular cluster, C22H37N2O20PS overall at a distorted geometry from the OMol25 dataset. Energies are from the ωB97M-V functional and the def2-TZVPD basis.

Gap between HOMO and LUMO: 3.96 eV
Maximum force: 0.170 Eh/bohr
Calculated total energy: -3214.1089 Eh

Structure (ORCA input):
```
! wB97M-V def2-TZVPD RIJCOSX def2/J DEFGRID3
* xyz 0 1
S 0.2103 0.1874 4.1169
P -0.6732 3.2509 5.0976
O 1.1113 3.8895 0.2651
O 3.2721 -2.2968 4.0852
O -0.8624 4.7442 4.7086
O 5.0056 -0.9990 3.8686
O 1.8852 6.2794 -4.3523
O 2.3172 7.2464 -6.3643
O -2.8383 -2.3588 1.5070
O 0.8537 6.1178 -0.1049
O 0.4636 -3.9568 -1.2468
O -4.0147 -6.0102 -1.9325
O 2.4114 -3.7313 -2.3997
O -3.5526 -5.0021 -3.9174
O -4.7027 -3.6682 1.0138
O -1.3947 -2.4247 3.2796
O 0.6231 -4.3372 -3.4820
O -3.3649 -7.2502 -3.5968
O 0.4229 5.1442 1.9043
O -3.7524 -4.1384 3.0264
O 2.5729 5.0187 -5.9866
O 5.3378 -3.1713 4.4533
N -3.2856 2.6789 3.9842
N -5.0400 -0.3808 2.1557
C -2.5945 -0.2343 3.0780
C 0.0610 6.4270 2.4176
C 0.8012 5.1507 0.6147
C 1.5250 7.5641 -3.8458
C -1.9427 2.1483 4.2179
C -3.6364 -5.9859 -3.2176
C 2.2639 6.2810 -5.6420
C -3.7835 -3.3959 1.8740
C 2.9954 4.8688 -7.3408
C 3.0522 -3.3597 -1.1819
C 6.4179 -0.8026 3.9148
C 1.5339 3.7451 -1.0914
C -1.5266 0.7009 3.7791
C 2.7088 -3.5768 4.3775
C -2.9471 -7.3787 -4.9535
C 1.0993 -4.0040 -2.2712
C -4.0085 0.4170 2.8425
C -4.3129 1.8859 3.3310
C -2.2491 -1.7469 2.6394
C -4.3378 -4.7251 -1.3866
C -0.7700 -4.6556 -3.4980
C 4.6129 -2.2513 4.1655
H 6.9199 -1.4406 3.1840
H 1.6252 -3.4943 4.2816
H -2.0217 -6.8250 -5.1264
H 2.3744 8.2492 -3.8929
H 2.4413 4.3244 -1.2762
H 3.9035 5.4465 -7.5275
H 6.6186 0.2387 3.6593
H 0.9095 7.1138 2.3734
H 0.6903 2.9018 4.7973
H 2.9988 -4.1729 -0.4544
H -1.0429 -4.9077 -4.5224
H 3.2176 3.8138 -7.5061
H -0.2251 6.3000 3.4601
H -3.7328 -7.0399 -5.6329
H -5.9784 -0.2182 2.5456
H -4.6303 -4.8639 -0.3411
H 0.7383 4.0444 -1.7772
H 3.0623 -4.3253 3.6651
H -5.1790 -4.2797 -1.9239
H 2.9432 -3.8762 5.4014
H 1.7570 2.6911 -1.2610
H 0.6709 7.9688 -4.3936
H -2.7573 -8.4356 -5.1454
H 4.1021 -3.1637 -1.4038
H -5.0360 -0.1715 1.1350
H 1.2377 7.4427 -2.8003
H -3.4449 3.6437 4.3109
H -1.3660 -3.7966 -3.1846
H -0.7941 6.8333 1.8721
H 6.8008 -0.9916 4.9202
H -0.8497 3.0825 6.5284
H 2.6088 -2.4477 -0.7754
H -0.9750 -5.5210 -2.8629
H -3.4678 -4.0654 -1.4150
H -5.3233 2.3999 3.1884
H 2.2001 5.1662 -8.0281
H 1.0357 0.4727 3.0221
*
```

Question: The highest maximum force belongs to which entry?
Answer: C20H28F16N2O22S5Zr2